Record 1
ORCA calculation (wB97M-V/def2-TZVPD) on a cluster of 3 separate species, C6H12Br6 in total.

## Properties
* E_HOMO: -10.046 eV
* structure (SMILES): BrCCBr.BrCCBr.BrCCBr
* energy relative to the best compared isomer or geometry (same formula, charge and spin): 17.31 kJ/mol
* energy: -15679.904127 a.u.
* HOMO-LUMO gap: 0.388 hartree
* LUMO level: 0.0190 Eh

```
24
Properties=species:S:1:pos:R:3:forces:R:3
Br -11.69589 26.01351 1.99392 -0.11 0.15 -0.09
C -11.13931 24.32849 2.72742 -0.26 -0.65 0.64
C -9.73113 23.96683 2.36567 0.13 0.32 -0.72
Br -8.44874 25.17824 3.15214 0.19 -0.02 0.19
H -11.82174 23.55919 2.36707 0.01 0.11 -0.23
H -11.27597 24.36683 3.80653 0.06 0.21 -0.02
H -9.59516 24.07815 1.29108 0.04 -0.10 0.01
H -9.46045 22.95272 2.64128 -0.09 0.00 0.25
Br -4.28261 19.27271 -1.32486 0.01 0.01 -0.02
C -5.58634 20.68890 -1.06648 -0.07 0.10 -0.11
C -6.44849 20.35117 0.11156 -0.16 -0.26 0.35
Br -7.70256 21.80555 0.43018 0.01 0.02 -0.01
H -6.17220 20.76076 -1.97846 0.06 -0.03 0.00
H -5.04501 21.61595 -0.90697 0.09 -0.04 -0.02
H -5.87941 20.21353 1.02599 0.06 0.16 -0.02
H -7.04989 19.46059 -0.04099 0.01 0.01 -0.16
Br -5.38773 21.28841 -4.70366 0.04 0.07 0.09
C -5.69238 20.43010 -6.42225 -0.22 0.45 -0.04
C -6.48348 21.37775 -7.29148 -0.13 -0.16 -0.16
Br -6.83596 20.50274 -9.00240 0.03 0.02 0.03
H -6.26983 19.53654 -6.22224 0.18 -0.18 -0.02
H -4.71110 20.22392 -6.82928 -0.01 -0.20 -0.06
H -5.96718 22.30165 -7.52349 0.12 -0.01 0.08
H -7.45621 21.59681 -6.86429 0.01 0.02 0.04
```
Forces are in eV/Å.

---

Record 2
ORCA calculation (wB97M-V/def2-TZVPD) on the ion C6H12BrN3 with charge +2 in a non-equilibrium geometry.

## Properties
* E_HOMO (alpha / beta): -17.039 / -17.038 eV
* total charge: +2
* structure (SMILES): CNC(=C/C=C\Br)/[NH+]=C/[NH3+]
* energy relative to the best compared isomer or geometry (same formula, charge and spin): 263.41 kJ/mol
* energy: -2973.336918 a.u.
* HOMO-LUMO gap (alpha / beta): 0.310 / 0.310 hartree
* LUMO level (alpha / beta): -0.3160 / -0.3160 Eh

```
22
Properties=species:S:1:pos:R:3:forces:R:3
C -0.62338 0.64219 1.63054 -2.18 -1.44 0.08
C -1.74420 -0.10351 1.75663 -0.19 0.31 0.71
C 0.03499 0.93133 0.39636 0.74 -0.24 -1.27
C -2.51860 -0.82248 0.73345 3.23 -1.65 -1.38
C -0.77531 -1.24848 -0.64474 -1.82 1.83 4.29
C 1.54861 2.51142 -0.85620 -1.25 -5.39 -3.32
N -0.02500 -0.02231 -0.61720 -0.14 -0.13 0.37
N 0.70363 2.06512 0.21573 -0.43 -1.55 1.43
N -0.09327 -2.50770 -0.34344 4.36 1.46 -1.48
Br -3.56515 0.30304 -0.32510 -0.25 -0.50 0.21
H -0.50191 1.07227 2.56930 1.59 1.46 1.04
H -2.19557 -0.10441 2.78467 0.32 -0.13 -1.02
H -2.77125 -1.87789 1.05059 -0.44 1.40 -0.78
H -1.25623 -1.49518 -1.49322 -1.80 0.42 -3.15
H 1.12985 2.07481 -1.86402 0.31 1.91 1.54
H 2.44131 1.89432 -0.85870 0.82 0.64 0.54
H 1.62438 3.51364 -0.72647 0.65 2.94 -0.48
H 0.11804 0.31822 -1.54169 0.57 0.50 -0.66
H 1.01765 2.54860 1.04842 -0.96 -0.03 0.56
H 0.74067 -2.79867 -0.94326 -0.97 0.92 -0.62
H -0.67137 -3.26872 -0.51841 -1.77 -2.06 0.90
H 0.49796 -2.41974 0.44620 -0.37 -0.68 2.49
```
Forces are in eV/Å.

---

Record 3
ORCA calculation (wB97M-V/def2-TZVPD) on a cluster of 6 separate species, C6H12Cl12 in total in a non-equilibrium geometry.

## Properties
* E_HOMO: -10.902 eV
* structure (SMILES): ClCCl.ClCCl.ClCCl.ClCCl.ClCCl.ClCCl
* energy relative to the best compared isomer or geometry (same formula, charge and spin): 98.97 kJ/mol
* energy: -5758.066295 a.u.
* HOMO-LUMO gap: 0.409 hartree
* LUMO level: 0.0081 Eh

```
30
Properties=species:S:1:pos:R:3:forces:R:3
C -6.99826 -1.36613 3.20235 0.13 -0.23 0.40
Cl -7.35499 -3.08174 2.75012 -0.13 1.08 0.12
Cl -5.48615 -0.82137 2.43487 -0.37 -0.07 0.30
H -7.77630 -0.63706 2.97604 -0.12 -0.59 -0.64
H -6.92385 -1.34053 4.28950 0.50 -0.20 -0.19
C 0.83338 0.37312 0.21511 0.02 0.61 -0.27
Cl 1.27352 -0.60008 1.62114 -0.20 0.11 -0.08
Cl 0.87272 -0.54115 -1.29222 0.07 -0.19 -0.13
H -0.16965 0.79373 0.28660 0.13 -0.30 0.39
H 1.54569 1.19293 0.12227 -0.02 -0.24 0.09
C -1.91899 -6.32547 -0.65455 -0.08 -1.13 -0.07
Cl -0.65814 -6.78577 0.50256 -0.05 0.15 -0.08
Cl -2.45360 -7.83471 -1.58553 0.30 1.35 0.53
H -2.77081 -5.96912 -0.07533 0.12 -0.06 -0.37
H -1.49749 -5.58598 -1.33543 -0.29 -0.30 -0.01
C -6.32976 3.43626 -2.59047 1.20 0.70 0.16
Cl -7.38506 4.27534 -1.46404 -0.41 -0.26 -0.01
Cl -4.62189 3.75134 -2.08304 -0.17 -0.29 -0.15
H -6.45517 2.35353 -2.58388 -0.30 0.36 -0.08
H -6.39594 3.93848 -3.55561 -0.31 -0.52 0.09
C 7.44385 -1.83094 1.00143 -0.41 0.70 0.05
Cl 8.43768 -3.07572 1.76243 -0.40 0.01 -0.02
Cl 7.57024 -1.84937 -0.76262 0.24 0.12 -0.02
H 6.37058 -1.88552 1.18365 0.26 -0.73 0.39
H 7.75097 -0.87094 1.41638 0.31 -0.11 -0.39
C 6.65937 6.12792 -1.26984 -0.57 -0.15 -0.10
Cl 6.27147 4.36599 -1.10073 0.30 0.98 -0.16
Cl 6.75064 6.93225 0.33947 0.18 -0.39 -0.99
H 7.54298 6.25716 -1.89484 0.36 -0.24 0.77
H 5.87287 6.60368 -1.85565 -0.27 -0.21 0.48
```
Forces are in eV/Å.

---

Record 4
ORCA calculation (wB97M-V/def2-TZVPD) on a structure of composition C6H12Cl12F6O4P2V2 in a non-equilibrium geometry.

## Properties
* E_HOMO (alpha / beta): -9.661 / -10.505 eV
* <S²>: 12.014
* energy relative to the best compared isomer or geometry (same formula, charge and spin): 152.01 kJ/mol
* energy: -9229.250593 a.u.
* HOMO-LUMO gap (alpha / beta): 0.278 / 0.305 hartree
* LUMO level (alpha / beta): -0.0770 / -0.0806 Eh
* multiplicity: 7

```
44
Properties=species:S:1:pos:R:3:forces:R:3
V 0.87400 2.04667 -1.29367 -0.63 0.52 -1.08
V -1.68277 -0.58779 -1.68746 0.03 1.20 0.05
P 0.13870 0.01201 -0.32339 3.40 -0.46 0.14
O 1.50491 0.65172 0.12467 -2.13 -1.46 0.87
O -0.88477 1.09751 -0.55040 -5.31 3.92 5.12
O -0.59017 -1.33458 -0.15354 0.66 0.29 1.12
O 0.25291 0.17534 -1.85689 3.46 -3.89 -5.78
P -0.01667 3.74706 -3.61794 -2.18 2.39 -4.52
F 1.05429 4.78379 -4.22965 0.32 -0.52 1.28
F 0.32418 4.13027 -2.08173 0.00 0.73 0.89
F -1.16901 4.89333 -3.86363 0.75 -0.92 1.61
F -1.10363 2.68537 -3.06766 -0.43 -0.06 0.67
F -0.29967 3.23672 -5.10483 0.09 -0.66 -0.13
F 1.09034 2.58606 -3.44302 1.60 -0.91 0.28
C -0.54909 -0.05806 3.35480 0.07 0.16 0.69
Cl 0.37516 -0.23651 4.88720 -0.41 0.21 -0.63
Cl -2.29080 -0.19352 3.64184 -0.32 -0.32 0.06
H -0.47381 0.96150 2.97672 0.70 -0.33 -0.05
H -0.21869 -0.85732 2.69139 -0.07 0.32 -0.02
C -2.53642 3.37194 1.12800 0.33 0.97 1.20
Cl -1.28807 4.62993 0.91912 0.23 -0.27 -0.49
Cl -3.38067 3.82739 2.66361 -0.20 -0.54 -0.59
H -3.21662 3.44037 0.27902 0.12 -0.35 0.29
H -2.01571 2.43348 1.31836 -0.44 0.08 -0.47
C 3.97028 -0.69938 1.70172 0.17 -0.11 0.04
Cl 2.71263 -1.51916 2.66810 -0.02 0.32 -0.36
Cl 5.55093 -1.31007 2.23604 -0.02 0.15 -0.31
H 3.81071 -0.92080 0.64645 0.11 -0.14 0.26
H 3.96340 0.38037 1.85071 -0.26 -0.28 0.22
C 2.49148 -2.03777 -2.21376 -0.15 0.36 0.33
Cl 4.19835 -2.35148 -1.83500 -0.17 0.08 -0.26
Cl 1.74939 -3.29136 -3.21900 0.07 0.19 0.04
H 1.99559 -1.96434 -1.24588 -0.14 -0.36 -0.24
H 2.34479 -1.08526 -2.72299 0.39 -0.22 0.00
C 0.44865 -3.98523 0.83568 0.33 -0.13 -0.10
Cl 0.45738 -4.52852 2.53412 0.15 -0.18 -0.40
Cl 1.31788 -5.06169 -0.36399 -0.72 0.62 1.19
H -0.60309 -3.89122 0.56535 0.38 -0.12 -0.27
H 0.95548 -3.02024 0.83579 -0.12 -0.31 -0.17
C -3.85857 -2.03829 1.15154 0.77 -0.86 0.26
Cl -4.09129 -3.39758 0.02755 -0.16 0.26 0.15
Cl -3.83202 -0.49438 0.30099 -0.01 0.31 -0.42
H -4.60661 -2.03336 1.94434 -0.11 0.11 -0.43
H -2.87329 -2.19290 1.59132 -0.16 0.23 -0.05
```
Forces are in eV/Å.

---

Record 5
ORCA calculation (wB97M-V/def2-TZVPD) on the molecule C6H12Cl2O2Si in a non-equilibrium geometry.

## Properties
* E_HOMO: -10.395 eV
* structure (SMILES): COC(=O)[C@@H](C)C[Si](C)(Cl)Cl
* energy relative to the best compared isomer or geometry (same formula, charge and spin): 12.27 kJ/mol
* energy: -1596.302446 a.u.
* HOMO-LUMO gap: 0.403 hartree
* LUMO level: 0.0213 Eh

```
23
Properties=species:S:1:pos:R:3:forces:R:3
O -0.26607 2.00292 -1.54428 1.08 0.11 0.14
Cl -0.89641 -0.74886 2.77648 0.42 -0.89 -0.18
Cl -0.71541 -3.80801 1.07392 0.37 0.60 0.38
O 1.11794 1.03494 -0.01554 -1.65 -0.06 -0.46
C -0.06607 1.22651 -0.64142 -2.05 0.10 -0.29
C 2.01314 1.93646 -0.58528 1.56 0.67 -0.50
C -2.48667 0.73848 -0.88826 -1.19 0.67 -0.36
C -1.22209 0.39329 -0.16136 0.39 -0.38 0.57
C 1.82604 -1.68521 1.31304 -0.66 -0.85 0.63
C -0.82894 -1.05914 -0.35521 0.67 -0.69 0.20
Si -0.04277 -1.81690 1.15755 0.26 -0.11 0.02
H 2.90430 1.91998 0.00726 0.52 -0.02 0.36
H 2.25063 1.65624 -1.61075 0.02 0.01 -0.03
H 1.58123 2.92435 -0.60105 0.08 0.36 0.02
H -2.74153 1.80071 -0.75723 0.27 -0.23 -0.26
H -2.37192 0.52639 -1.95086 -0.04 0.18 -0.07
H -3.40346 0.21253 -0.56023 0.76 -0.20 0.21
H -1.34568 0.56303 0.90882 -0.06 0.25 -0.16
H 2.08594 -1.79364 2.36406 0.03 -0.11 0.16
H 2.39859 -2.43516 0.76225 -0.23 0.14 -0.14
H 2.09481 -0.68825 1.03646 0.22 0.50 -0.34
H -0.18573 -1.21970 -1.24153 -0.26 0.06 0.32
H -1.69986 -1.68096 -0.48686 -0.51 -0.12 -0.23
```
Forces are in eV/Å.

---

Record 6
ORCA calculation (wB97M-V/def2-TZVPD) on a cluster of 2 separate species, C6H12ClN3O in total in a non-equilibrium geometry.

## Properties
* E_HOMO: -16.736 eV
* total charge: +2
* energy relative to the best compared isomer or geometry (same formula, charge and spin): 72.98 kJ/mol
* energy: -934.777354 a.u.
* HOMO-LUMO gap: 0.343 hartree
* LUMO level: -0.2725 Eh

```
23
Properties=species:S:1:pos:R:3:forces:R:3
C -2.01030 -2.12699 -1.90106 -1.07 0.19 -5.32
C -1.58277 -0.73117 0.17668 2.02 0.21 -0.42
C 1.55138 2.69133 1.72778 -3.14 1.01 2.10
C 1.98832 1.36864 1.21844 1.72 0.79 -0.01
C 2.06467 2.84026 0.39457 -1.13 0.41 -0.61
C 1.22943 0.35444 0.69570 -2.54 -0.09 -1.33
N -1.50381 -3.17244 -2.58590 -1.18 1.28 -0.32
N -2.70675 -0.24583 0.47118 -1.91 -0.55 0.35
N -1.54965 -1.81246 -0.76086 0.57 -0.97 3.30
O 1.75858 -0.79498 0.57880 1.20 -1.34 0.33
Cl 3.57747 3.60965 0.18904 0.17 -0.44 -0.16
H -2.69451 -1.41471 -2.50329 0.93 -1.30 1.30
H 0.42791 2.77604 2.01198 1.96 0.02 -1.03
H 2.14144 3.04760 2.57656 0.05 -0.05 -0.47
H 2.97471 1.08083 1.58085 -0.01 -0.07 -0.19
H 1.38075 2.96408 -0.48506 0.71 -0.45 1.04
H 0.09747 0.24392 0.30850 2.12 0.85 1.03
H -1.76612 -3.34738 -3.58315 0.26 0.20 1.46
H -0.67961 -3.62286 -2.21927 -0.03 -0.42 -0.14
H -2.78914 0.37986 1.25865 0.06 0.44 -0.10
H -3.56193 -0.72140 0.21652 -0.62 0.20 -0.22
H -1.02101 -2.57716 -0.32756 0.39 0.48 -0.16
H 2.67346 -0.78926 0.96090 -0.54 -0.38 -0.42
```
Forces are in eV/Å.

---

Record 7
ORCA calculation (wB97M-V/def2-TZVPD) on a structure of composition C6H12ClNSi in a non-equilibrium geometry.

## Properties
* E_HOMO (alpha / beta): -4.639 / -9.234 eV
* <S²>: 2.011
* energy: -1040.031048 a.u.
* HOMO-LUMO gap (alpha / beta): 0.204 / 0.264 hartree
* LUMO level (alpha / beta): 0.0334 / -0.0755 Eh
* multiplicity: 3

```
21
Properties=species:S:1:pos:R:3:forces:R:3
C -1.17360 -0.36673 -2.17700 -0.84 0.20 -0.39
C 1.18020 -2.92710 -1.08967 -2.85 2.56 3.66
C -1.55701 -0.63438 -0.93925 4.09 1.18 1.36
C 1.61876 -1.71327 -0.80308 0.46 -3.31 -0.18
C -0.46995 2.29000 0.35168 -0.17 0.82 0.13
C 0.59890 1.39414 2.29619 -0.24 0.46 1.15
N -0.04348 1.07204 1.08123 -1.54 3.19 -0.58
Si -0.13138 -0.46370 0.46784 -1.83 -0.84 -1.16
Cl -0.39204 -1.69417 2.18076 -0.26 -0.16 -0.13
H -1.84212 -0.40647 -3.01745 -0.45 -0.30 -0.29
H -0.20464 0.02169 -2.47719 0.20 -0.11 0.52
H 1.65591 -3.34246 -1.85338 1.62 -2.26 -3.51
H 0.28276 -3.40718 -0.62053 1.09 0.30 -0.27
H -2.36380 -1.02674 -0.44333 -2.58 -0.92 0.01
H 2.42384 -1.25244 -1.26831 1.46 1.42 -0.57
H -1.04775 2.01978 -0.50300 -0.10 -0.45 -0.89
H -1.23335 2.82432 0.95167 0.62 -0.06 0.13
H 0.29654 3.07858 -0.01010 -0.62 -1.60 0.92
H 0.47823 0.69384 3.09783 -0.12 -0.72 0.14
H 1.59811 1.49092 2.05362 2.64 0.18 0.12
H 0.32586 2.34932 2.72145 -0.58 0.42 -0.19
```
Forces are in eV/Å.

---

Record 8
ORCA calculation (wB97M-V/def2-TZVPD) on a structure of composition C6H12ClO16S3Ti2 in a non-equilibrium geometry.

## Properties
* E_HOMO (alpha / beta): -10.750 / -12.918 eV
* <S²>: 12.001
* total charge: +1
* energy: -4792.458824 a.u.
* HOMO-LUMO gap (alpha / beta): 0.233 / 0.319 hartree
* LUMO level (alpha / beta): -0.1620 / -0.1558 Eh
* multiplicity: 7

```
40
Properties=species:S:1:pos:R:3:forces:R:3
Ti -20.29997 13.52511 -15.44722 0.64 -0.41 -0.75
Ti -14.82010 11.55940 -15.32621 -0.52 0.78 -0.48
Cl -17.31801 13.39499 -16.44822 -0.95 2.43 -3.48
O -17.79074 14.75417 -16.17609 -0.76 -1.10 0.81
O -17.70763 13.01000 -17.75385 -0.32 -0.10 -0.14
O -15.89124 13.47197 -16.42621 2.65 -1.23 1.44
O -17.80993 12.44660 -15.51094 -0.68 -0.74 1.93
C -22.95161 13.06693 -19.81650 -0.18 2.92 -0.92
C -21.88296 14.16833 -19.66034 1.13 0.61 -1.37
O -20.60383 13.45798 -19.65832 -0.60 -2.34 1.55
S -20.84560 11.91360 -18.94946 0.49 -0.11 -4.07
O -20.49443 12.00212 -17.55338 -0.58 0.17 0.08
O -20.29712 10.80737 -19.77241 -1.28 3.47 2.66
O -22.44941 11.95215 -19.21032 1.59 -2.34 1.98
H -23.09076 12.92210 -20.88783 -0.08 -0.38 0.05
H -23.89801 13.36894 -19.36791 0.06 -0.22 0.10
H -21.92736 14.97627 -18.93002 -0.21 -0.87 1.12
H -21.77757 14.80322 -20.54006 -0.38 -0.44 -0.50
C -16.37828 17.15819 -14.49385 -0.90 -0.98 0.47
C -16.79920 16.06709 -13.40194 1.30 0.19 -2.16
O -16.36915 16.60200 -12.18848 0.11 0.83 0.70
S -16.62804 18.21707 -12.18960 0.06 0.40 0.65
O -15.66716 18.84854 -11.29786 -1.60 -1.29 -2.32
O -18.04214 18.45819 -12.00043 1.72 -0.28 -0.57
O -16.25231 18.36007 -13.82083 -0.46 1.84 2.87
H -17.16341 17.22201 -15.24723 0.21 0.06 -0.17
H -15.37777 17.02372 -14.90495 -0.24 -0.79 -0.27
H -16.16309 15.24213 -13.72273 -0.14 -0.43 0.79
H -17.84089 15.74631 -13.39295 -0.05 0.45 -0.03
C -16.20326 17.11854 -18.45601 0.26 0.32 0.45
C -17.67415 17.21097 -18.58492 -1.41 -1.77 0.94
O -17.97401 18.35539 -19.31160 -2.03 1.71 -2.39
S -16.85574 18.56899 -20.54231 0.92 -1.75 0.47
O -16.59296 19.96689 -20.97446 -1.21 -4.35 1.83
O -16.94443 17.44332 -21.52197 -0.06 3.35 2.52
O -15.84473 18.12907 -19.32272 4.32 1.91 -2.80
H -15.78725 16.13228 -18.66178 0.08 0.13 -0.38
H -15.91765 17.42429 -17.44951 0.46 0.08 -0.13
H -18.06603 17.31749 -17.57340 -0.68 0.09 -0.34
H -18.01224 16.28476 -19.04962 -0.67 0.21 -0.16
```
Forces are in eV/Å.